# C28H35O2Si

The ion C28H35O2Si with charge +1 in a non-equilibrium geometry (ωB97M-V/def2-TZVPD, the Open Molecules 2025 dataset).

XYZ file:
```
66
Properties=species:S:1:pos:R:3:mulliken_charge:R:1
C -3.0592 3.5130 3.0311 -1.253
C -2.4421 2.6123 1.9035 -0.511
C -1.4464 1.5996 2.2832 0.479
C -1.2630 0.3144 1.5239 1.673
C -0.7621 -0.6007 2.7145 -1.897
O -0.7144 1.8455 3.3209 -0.784
Si 1.1709 2.7655 3.0717 0.374
C 0.9282 4.3207 4.0394 -1.070
C 2.2378 1.4840 3.9312 -0.977
C 1.4905 2.9377 1.2562 -0.721
H -3.7105 4.2074 2.4637 0.432
H -3.7108 2.9103 3.7180 0.348
H -2.2716 4.1349 3.5236 0.175
H -3.2529 2.1173 1.3130 0.470
H -1.8012 3.2573 1.2369 0.323
H -2.2528 -0.0274 1.1076 0.554
H -1.0896 -1.6333 2.5895 0.476
H 0.3417 -0.7044 2.6756 0.391
H -1.1201 -0.1930 3.6912 0.344
H 1.8405 4.9333 4.0826 0.394
H 0.1552 4.9509 3.5811 0.310
H 0.6703 4.0985 5.0844 0.340
H 3.3175 1.7082 3.8881 0.402
H 2.0033 1.4358 5.0079 0.334
H 2.1031 0.4844 3.4778 0.269
H 2.5173 3.2703 1.0797 0.567
H 1.3732 1.9896 0.7172 0.113
H 0.8486 3.7277 0.8484 0.214
C 0.2656 4.4469 -3.8540 -1.528
C 0.0862 3.2756 -2.9133 0.838
C -0.7278 3.4593 -1.7917 -0.804
C -0.9420 2.3932 -0.9181 -1.162
C -0.2655 1.1608 -0.9818 -0.773
C -0.4077 0.0889 0.1171 1.146
C -0.6354 -1.3327 -0.4139 -0.644
C -1.1478 -1.6249 -1.6792 0.023
C -1.2959 -2.9504 -2.1151 -0.974
C -0.9876 -3.9623 -1.1988 0.156
O -0.8847 -5.3093 -1.5680 -0.485
C 0.2400 -5.7930 -2.2394 0.633
C 0.6781 -7.0835 -1.8770 -0.486
C 1.8593 -7.5964 -2.4282 -0.326
C 2.5433 -6.8724 -3.4114 -0.560
C 2.0693 -5.6071 -3.7875 -0.442
C 0.9134 -5.0430 -3.2123 -0.304
C -0.6936 -3.6845 0.1512 -1.031
C -0.2991 -2.3882 0.4402 -0.463
C 0.4185 0.9723 -2.2163 -0.008
C 0.6835 2.0201 -3.1214 -1.063
H 0.3848 4.1593 -4.9184 0.387
H -0.5719 5.1779 -3.7968 0.344
H 1.1896 4.9614 -3.5256 0.286
H -1.2265 4.4274 -1.6487 0.387
H -1.7040 2.5014 -0.1566 1.075
H 0.5522 0.0469 0.7407 0.282
H -1.3773 -0.8092 -2.3678 0.613
H -1.5860 -3.1606 -3.1555 0.556
H 0.1429 -7.6262 -1.0924 0.392
H 2.2727 -8.5532 -2.0804 0.347
H 3.4543 -7.2763 -3.8719 0.358
H 2.5889 -4.9970 -4.5263 0.340
H 0.5493 -4.0366 -3.4491 0.336
H -0.6123 -4.5111 0.8784 0.421
H 0.2824 -2.2024 1.3681 0.448
H 0.7960 -0.0151 -2.5059 0.541
H 1.2930 1.8844 -4.0349 0.380
```

Strongest force on any atom ... 2.7 eV/A
E_LUMO ... -4.110 eV
Charge ... +1
Energy above the lowest of the compared OMol25 structures with the same formula, charge and spin ... 217.14 kJ/mol
E_tot ... -41568.66735 eV

# C28H36As2NiSi

A structure of composition C28H36As2NiSi in a non-equilibrium geometry (ωB97M-V/def2-TZVPD, the Open Molecules 2025 dataset).

XYZ file:
```
68
Properties=species:S:1:pos:R:3:mulliken_charge:R:1
C 1.4647 -2.1726 2.8241 -1.031
C 0.5616 -3.2131 2.3600 -0.757
C 0.8703 -3.4350 0.9573 -1.061
H -0.1083 -3.8132 2.9670 0.555
C 2.0233 -2.6522 0.6333 -0.127
C 2.3737 -1.8713 1.7627 -0.413
H 3.2358 -1.2147 1.8362 0.530
H 1.5368 -1.7959 3.8393 0.613
H 0.3996 -4.1814 0.3180 0.537
H 2.5749 -2.6954 -0.3032 0.782
Ni -0.2184 -1.5326 1.4032 -0.032
C 0.7767 1.8002 -2.1931 -1.197
H 0.6199 0.7607 -2.4953 0.255
H 1.0412 2.3991 -3.0745 0.650
H -0.0859 2.2221 -1.6694 0.296
Si -1.2631 -0.9362 -0.3827 2.079
C -3.1191 -0.5117 -0.3634 -0.087
C -3.9922 -1.2479 0.4554 -0.423
H -3.5924 -1.9381 1.2027 0.310
C -5.3768 -1.1167 0.2936 -0.634
H -6.0392 -1.7304 0.9040 0.381
C -5.9001 -0.2132 -0.6358 -0.517
H -6.9796 -0.1243 -0.7578 0.362
C -5.0278 0.5901 -1.3794 -0.624
H -5.4343 1.3247 -2.0756 0.380
C -3.6390 0.4578 -1.2384 -0.020
H -2.9727 1.1012 -1.8198 0.328
C -1.1247 -2.0569 -1.9011 -0.050
C -2.2695 -2.6680 -2.4276 -0.400
H -3.2458 -2.4751 -1.9758 0.301
C -2.1789 -3.5203 -3.5326 -0.627
H -3.0760 -3.9996 -3.9269 0.379
C -0.9389 -3.7424 -4.1420 -0.558
H -0.8760 -4.3887 -5.0195 0.348
C 0.2114 -3.1511 -3.6022 -0.746
H 1.1778 -3.3434 -4.0708 0.396
C 0.1264 -2.3194 -2.4805 0.191
H 1.0273 -1.8712 -2.0576 0.400
H -1.3572 -2.1684 0.5458 -0.291
H -0.4576 0.3249 -1.0378 -0.443
C -1.5295 1.9833 1.3864 -0.966
As 0.0128 0.7879 1.6302 0.582
C -0.2534 0.4516 3.5407 -1.799
C 1.4350 2.2261 1.8263 -0.130
C 1.4128 2.9380 3.0255 -0.524
C 2.3838 3.9127 3.2883 -0.761
C 3.3968 4.1681 2.3604 -0.850
C 3.3995 3.4933 1.1327 -0.304
C 2.3858 2.5714 0.8279 0.071
As 2.3736 1.8462 -1.0162 1.388
C 3.4790 0.2548 -0.9639 -0.686
C 3.4991 3.0827 -1.9999 -1.627
H -2.3158 1.4742 0.8188 0.257
H -1.1632 2.8565 0.8379 0.283
H -1.8850 2.2604 2.3820 0.405
H 0.7345 0.4349 4.0076 0.344
H -0.8597 1.2602 3.9561 0.607
H -0.7530 -0.5164 3.6696 0.358
H 0.6475 2.7374 3.7736 0.339
H 2.3531 4.4608 4.2293 0.393
H 4.1763 4.9003 2.5841 0.379
H 4.1940 3.6984 0.4093 0.127
H 3.7690 0.0667 0.0753 0.100
H 2.9102 -0.5892 -1.3618 0.024
H 4.3686 0.4437 -1.5781 0.569
H 3.6883 2.6294 -2.9806 0.446
H 2.9490 4.0236 -2.1228 0.429
H 4.4432 3.2628 -1.4787 0.512
```

Strongest force on any atom ... 3.3 eV/A
E_LUMO (alpha / beta) ... 0.384 / 0.316 eV
Charge ... 0
Spin multiplicity ... 3
E_tot ... -200211.57966 eV